(i)
DFT (ωB97M-V/def2-TZVPD) results for a molecular structure, C5H10O2.

## Properties
HOMO energy (eV): -8.594
LUMO (eV): 0.9
Frontier orbital gap (eV): 9.48

```
! RIJCOSX wB97M-V def2-TZVPD def2/J DEFGRID3
* xyz 0 1
O -1.3237 1.6705 -0.3043
O 0.7383 -0.8023 0.8167
C -2.1081 -0.4419 0.6313
C 2.0060 -0.1238 0.7315
C -1.4844 0.3636 -0.4774
C 1.6698 0.4481 -0.6522
C 0.3667 -0.3678 -0.4814
H -1.7457 0.0130 -1.4941
H 1.5396 1.5362 -0.6836
H -3.1430 -0.0891 0.7206
H 2.3102 0.1376 -1.4788
H 2.1337 0.6069 1.5374
H -1.5872 -0.2451 1.5707
H -2.1065 -1.5147 0.4186
H -0.2969 0.8235 -0.4038
H 0.1953 -1.1761 -1.2001
H 2.8358 -0.8387 0.7488
*
```

***

(ii)
DFT (ωB97M-V/def2-TZVPD) results for 2 unconnected molecules or ions with the total composition C5H10O2.

## Properties
HOMO energy (eV): -8.412
LUMO (eV): 0.6
Frontier orbital gap (eV): 8.98
SMILES: C=C/C(O)=C/C.O

```
! RIJCOSX wB97M-V def2-TZVPD def2/J DEFGRID3
* xyz 0 1
O 2.3643 0.0534 -1.4185
O -0.3366 -0.4707 -1.5746
C -0.6148 1.5580 -0.3565
C -0.3301 2.3169 0.6930
C -0.8758 -0.6363 0.7495
C -0.6353 0.0825 -0.3496
C -0.8848 -2.1341 0.7028
H -1.7426 -2.5920 1.2049
H -0.7959 -0.1934 1.7366
H -0.0436 1.9848 1.7047
H 0.0277 -2.5356 1.2167
H -0.9227 -2.4814 -0.3298
H 0.6107 -0.3041 -1.7416
H -0.0653 3.3736 0.7367
H -0.8161 2.0167 -1.3231
H 2.1266 0.5689 -0.6357
H 2.9343 -0.6071 -1.0154
*
```

***

(iii)
DFT (ωB97M-V/def2-TZVPD) results for C5H10O2 in the gas phase.

## Properties
HOMO energy (eV): -9.771
LUMO (eV): 1.0
Frontier orbital gap (eV): 10.80
SMILES: CO[C@H]1C[C@H]1CO

```
! RIJCOSX wB97M-V def2-TZVPD def2/J DEFGRID3
* xyz 0 1
O -0.8731 -2.1066 -2.0311
O -0.7798 1.0757 0.1673
C 1.2020 -0.3248 0.6605
C -0.6641 2.0403 1.1908
C 0.4750 0.6337 -0.2358
C -0.5567 -1.7334 -0.7026
C 0.6288 -0.7932 -0.6557
H -1.6507 2.4858 1.3360
H 0.0502 2.8285 0.9111
H 1.0499 1.3966 -0.7634
H -1.4144 -1.2667 -0.1979
H 1.3483 -0.9779 -1.4511
H -1.1157 -1.3024 -2.5071
H 0.6689 -0.6314 1.5596
H 2.2794 -0.2420 0.7709
H -0.3262 -2.6689 -0.1834
H -0.3218 1.5867 2.1321
*
```

***

(iv)
DFT (ωB97M-V/def2-TZVPD) results for C5H10O2 in the gas phase.

## Properties
HOMO energy (eV): -10.002
LUMO (eV): 0.8
Frontier orbital gap (eV): 10.82
SMILES: O=CCCCCO

```
! RIJCOSX wB97M-V def2-TZVPD def2/J DEFGRID3
* xyz 0 1
O -2.1091 1.6274 1.7146
O 1.2320 -3.3491 -1.3409
C -0.7387 1.2827 1.2248
C 0.3685 -1.2659 -0.9108
C 1.3157 -2.3463 -0.6444
C -0.5754 0.9780 -0.2500
C 0.6818 0.1862 -0.6448
H -0.7504 1.9317 -0.6897
H 2.2633 -2.0570 -0.0615
H 1.5006 0.3142 0.1753
H 0.0145 -1.2248 -1.9618
H -0.5288 -1.5229 -0.1081
H 1.2071 0.6103 -1.6344
H -1.8147 1.8660 2.5589
H -0.2512 0.3339 1.5758
H -1.5371 0.4539 -0.5174
H -0.2780 2.1818 1.5143
*
```

***

Stability, lowest: (i)

***

(i)
DFT (ωB97M-V/def2-TZVPD) results for C5H10O2 in the gas phase.

## Properties
HOMO energy (eV): -9.607
LUMO (eV): 0.9
Frontier orbital gap (eV): 10.48
SMILES: C[C@@H]1[C@H](O)C[C@@H]1O

```
! RIJCOSX wB97M-V def2-TZVPD def2/J DEFGRID3
* xyz 0 1
O 0.1639 1.4728 -1.4722
O 0.4869 -2.0073 0.0308
C 1.5452 0.2629 0.1097
C 0.3453 1.1990 -0.1015
C -1.7278 -0.3927 -0.3375
C 0.6174 -0.7992 0.7459
C -0.6022 0.1372 0.5367
H -1.0059 0.4849 1.4964
H -2.1745 -1.2763 0.1266
H 0.3972 2.1287 0.4826
H -2.5218 0.3556 -0.4639
H -1.3674 -0.6810 -1.3279
H 1.3450 -2.4499 0.0374
H 0.8391 -0.9996 1.8052
H -0.6532 1.9777 -1.5753
H 1.9711 -0.0648 -0.8436
H 2.3419 0.6520 0.7507
*
```

***

(ii)
DFT (ωB97M-V/def2-TZVPD) results for C5H10O2 in the gas phase.

## Properties
HOMO energy (eV): -9.840
LUMO (eV): 0.9
Frontier orbital gap (eV): 10.78
SMILES: C[C@@H](O)[C@H]1CCO1

```
! RIJCOSX wB97M-V def2-TZVPD def2/J DEFGRID3
* xyz 0 1
O 0.8688 -0.1035 1.7653
O -1.1584 0.4933 -0.5192
C -0.6209 -1.5645 -0.3820
C -1.9026 -0.7329 -0.5214
C 1.2319 1.8032 0.3166
C 0.0944 -0.2185 -0.5917
C 1.1162 0.2852 0.4239
H 1.9045 2.1788 1.0920
H 2.0793 -0.1759 0.1692
H -0.0498 -0.3555 1.8747
H -0.4481 -2.3313 -1.1391
H -0.4652 -1.9952 0.6107
H 0.5369 -0.1163 -1.5941
H 1.6262 2.0943 -0.6640
H -2.4431 -0.8834 -1.4652
H 0.2488 2.2667 0.4439
H -2.6183 -0.7669 0.3080
*
```

***

(iii)
DFT (ωB97M-V/def2-TZVPD) results for 2 unconnected molecules or ions with the total composition C5H10O2.

## Properties
HOMO energy (alpha / beta) (eV): -8.980 / -9.377
LUMO (alpha / beta) (eV): -0.5 / -0.9
Frontier orbital gap (alpha / beta) (eV): 8.44 / 8.43

```
! RIJCOSX wB97M-V def2-TZVPD def2/J DEFGRID3
* xyz 0 1
O 0.1345 0.6864 -0.2610
O 0.3858 -0.6438 -1.7047
C 1.2506 -2.0734 1.5496
C 1.3033 -1.3218 0.2711
C 0.4085 -1.5046 -0.7768
C -1.8088 2.1127 -0.4944
C -0.3175 1.9956 -0.2067
H -2.0213 1.7318 -1.4981
H 0.2735 2.6415 -0.8805
H 1.1052 -1.3787 2.3873
H -0.4141 -2.2285 -0.6713
H -2.1488 3.1522 -0.4350
H -0.0980 2.3500 0.8185
H 2.0956 -0.5987 0.1128
H 0.4338 -2.8012 1.5619
H 2.2024 -2.5878 1.7333
H -2.3782 1.5139 0.2229
*
```

***

(iv)
DFT (ωB97M-V/def2-TZVPD) results for 2 unconnected molecules or ions with the total composition C5H10O2.

## Properties
HOMO energy (eV): -8.432
LUMO (eV): 0.7
Frontier orbital gap (eV): 9.17

```
! RIJCOSX wB97M-V def2-TZVPD def2/J DEFGRID3
* xyz 0 1
O -1.1618 1.3736 1.3784
O 0.8734 -0.1370 0.5447
C 0.5517 -0.2085 -0.8374
C 2.2579 -0.2751 0.7978
C -2.0026 -0.6987 -0.2163
C -0.9386 -0.0682 -1.0608
C -1.9369 0.7965 -0.3192
H 0.9044 -1.1725 -1.2434
H 2.3979 -0.2002 1.8800
H -1.6841 -1.1308 0.7308
H -0.2305 1.1482 1.1725
H 1.0834 0.5941 -1.3802
H -1.1497 -0.0179 -2.1350
H -2.8532 -1.2038 -0.6741
H -1.5765 1.9370 0.6114
H 2.6255 -1.2528 0.4522
H 2.8397 0.5161 0.2986
*
```

***

Stability, lowest: (iv)

***

(i)
DFT (ωB97M-V/def2-TZVPD) results for 2 unconnected molecules or ions with the total composition C5H10O2.

## Properties
HOMO energy (eV): -7.918
LUMO (eV): 0.7
Frontier orbital gap (eV): 8.61
SMILES: C=C/C=C(/C)O.O

```
! RIJCOSX wB97M-V def2-TZVPD def2/J DEFGRID3
* xyz 0 1
O 2.7267 -1.8900 -1.7941
O 0.0491 1.8149 0.9426
C -2.3054 1.9330 0.7408
C -1.0286 -0.1317 0.1251
C -1.0461 1.1268 0.5730
C 0.9946 -1.7380 0.4512
C 0.2930 -0.7278 -0.1412
H -1.9641 -0.4465 -0.3240
H 3.5228 -1.6460 -2.2801
H 0.6462 -2.7604 0.5750
H -2.7513 2.2376 -0.2015
H 1.0341 -0.1472 -0.7065
H 2.0146 -1.7149 -2.4208
H -3.0152 1.3951 1.3604
H 0.8697 1.3070 0.8404
H -1.9193 2.8040 1.2734
H 1.8794 -1.4160 0.9863
*
```

***

(ii)
DFT (ωB97M-V/def2-TZVPD) results for 2 unconnected molecules or ions with the total composition C5H10O2.

## Properties
HOMO energy (eV): -10.023
LUMO (eV): 0.9
Frontier orbital gap (eV): 10.95
SMILES: C1OC[C@H]2C[C@@H]12.O

```
! RIJCOSX wB97M-V def2-TZVPD def2/J DEFGRID3
* xyz 0 1
O 1.6522 -0.1353 -0.6676
O -1.7051 -1.8039 1.9269
C 0.9770 0.7629 -1.5372
C -1.0663 -0.2224 -0.4092
C -0.3766 1.0044 -0.8998
C 1.2453 0.1591 0.6573
C -0.2065 0.5920 0.5352
H -2.1445 -0.1972 -0.2828
H -0.6501 1.1736 1.3397
H 1.8447 0.9783 1.0872
H -0.6824 -1.1833 -0.7485
H -1.2827 -0.9779 1.6626
H 0.9244 0.2782 -2.5163
H 1.5259 1.7125 -1.6255
H -0.9568 1.8822 -1.1638
H 1.4151 -0.7396 1.2609
H -1.1750 -2.4645 1.4696
*
```

***

(iii)
DFT (ωB97M-V/def2-TZVPD) results for C5H10O2 in the gas phase.

## Properties
HOMO energy (eV): -9.954
LUMO (eV): 0.8
Frontier orbital gap (eV): 10.77
SMILES: CC(=O)C(C)(C)O

```
! RIJCOSX wB97M-V def2-TZVPD def2/J DEFGRID3
* xyz 0 1
O -0.9899 -1.1366 1.3423
O -0.9096 1.4261 1.4804
C 1.2756 -0.8507 0.6020
C 0.0088 1.9134 -0.6388
C -0.6485 -1.1247 -1.0093
C -0.4743 0.9896 0.4357
C -0.2135 -0.5386 0.3323
H -1.6904 -0.8629 -1.2154
H -0.2463 1.5975 -1.6584
H 1.0734 1.9117 -0.3747
H -0.5788 -2.2164 -0.9540
H 1.6027 -0.4193 1.5544
H -1.2112 -0.4065 1.9488
H -0.3082 2.9465 -0.4991
H 1.9461 -0.5082 -0.1953
H -0.0173 -0.7819 -1.8365
H 1.3815 -1.9389 0.6857
*
```

***

(iv)
DFT (ωB97M-V/def2-TZVPD) results for C5H10O2 in the gas phase.

## Properties
HOMO energy (eV): -9.768
LUMO (eV): 1.1
Frontier orbital gap (eV): 10.87
SMILES: C[C@@H]1OC[C@H](C)O1

```
! RIJCOSX wB97M-V def2-TZVPD def2/J DEFGRID3
* xyz 0 1
O -0.3607 -1.2731 0.9158
O 0.8162 0.5767 0.2837
C -0.5648 0.9128 0.4016
C -1.1830 -0.4434 0.1200
C 0.9482 -0.7737 0.7111
C -0.9247 2.0463 -0.5299
C 1.6324 -1.6284 -0.3581
H -0.5886 1.8334 -1.5488
H 1.4460 -0.7807 1.6900
H -0.7941 1.1853 1.4438
H -2.2125 -0.5830 0.4464
H 2.2423 -1.0157 -1.0250
H -0.4686 2.9836 -0.1976
H 0.8638 -2.1302 -0.9593
H -2.0116 2.1829 -0.5357
H -1.0828 -0.6789 -0.9550
H 2.2423 -2.4139 0.0970
*
```

***

Stability, lowest: (i)

***

(i)
DFT (ωB97M-V/def2-TZVPD) results for a molecular structure, C5H10O2.

## Properties
HOMO energy (eV): -9.307
LUMO (eV): 0.6
Frontier orbital gap (eV): 9.88

```
! RIJCOSX wB97M-V def2-TZVPD def2/J DEFGRID3
* xyz 0 1
O -0.9367 -0.5517 1.3708
O 1.0865 -2.5973 1.0559
C 0.2869 -2.7711 0.1667
C -0.0025 -0.1156 0.3985
C 0.2597 2.4292 0.1205
C -0.3592 1.2140 -0.5357
C -0.0197 -1.0925 -0.7078
H 0.0998 -3.8850 -0.0544
H -0.9812 -1.5236 1.2407
H -0.0091 1.2185 -1.6045
H 0.9683 0.0645 0.9011
H -1.4498 1.3071 -0.6309
H -0.0640 2.4667 1.1616
H -1.0017 -1.0275 -1.1977
H -0.0316 3.3556 -0.3799
H 1.3561 2.3705 0.0997
H 0.7982 -0.8618 -1.4047
*
```

***

(ii)
DFT (ωB97M-V/def2-TZVPD) results for C5H10O2 in the gas phase.

## Properties
HOMO energy (eV): -8.876
LUMO (eV): 0.9
Frontier orbital gap (eV): 9.73
SMILES: COC[C@H]1C[C@H]1O

```
! RIJCOSX wB97M-V def2-TZVPD def2/J DEFGRID3
* xyz 0 1
O -1.9376 1.9759 0.3047
O 1.4524 -0.1123 0.5954
C 0.9525 0.6895 -0.4754
C -0.9245 -0.1481 0.8416
C 1.5725 -1.4699 0.2511
C -0.4517 0.2262 -0.7158
C -1.7162 0.6574 -0.0603
H -1.1192 -1.1776 1.1088
H 1.6188 0.5623 -1.3436
H 1.4994 -2.0746 1.1626
H -0.4957 0.4134 1.6913
H -1.7065 2.4901 -0.4743
H 1.0265 1.7196 -0.1214
H -0.5826 -0.4060 -1.6121
H 0.7980 -1.8269 -0.4456
H -2.5371 0.0932 -0.4952
H 2.5511 -1.6122 -0.2117
*
```

***

(iii)
DFT (ωB97M-V/def2-TZVPD) results for C5H10O2 in the gas phase.

## Properties
HOMO energy (eV): -8.632
LUMO (eV): 0.8
Frontier orbital gap (eV): 9.47

```
! RIJCOSX wB97M-V def2-TZVPD def2/J DEFGRID3
* xyz 0 1
O -0.9127 0.2082 1.4846
O -0.0682 0.1459 -0.6327
C -2.4170 0.3120 -0.3811
C 1.2124 -0.2370 -0.1588
C 2.2735 0.5857 -0.8466
C -1.1356 -0.2884 0.1371
C -0.0384 -0.3858 2.2492
H 2.2884 0.4383 -1.9283
H -2.6173 -0.0432 -1.3946
H 0.1464 -1.4104 1.8130
H 2.0958 1.6426 -0.6294
H -2.3255 1.4012 -0.3961
H -3.2504 0.0327 0.2695
H 1.3553 -1.3215 -0.2918
H 3.2459 0.3046 -0.4306
H 1.3116 0.0037 0.9225
H -1.1641 -1.3886 0.2141
*
```

***

Stability, lowest: (iii)